# 1
C4H10N2O in the gas phase. Source: the Open Molecules 2025 dataset; level of theory: ωB97M-V with the def2-TZVPD basis set.

Each line ends with the Mulliken charge.
Element x y z (Å)
N -1.699025 -1.976276 -0.416170  -0.57
C -1.635998 -1.024406 0.678642  -0.63
C -0.894225 0.281057 0.344281  -0.44
C 0.601867 0.105994 0.180534  -0.44
C 1.240131 1.274786 -0.578967  0.38
N 2.560718 1.516450 -0.189264  -0.40
O 0.721498 1.859116 -1.496136  -0.55
H -0.762897 -2.202995 -0.727738  0.23
H -2.201781 -1.715476 -1.253368  0.24
H -1.073993 -1.522651 1.472210  0.32
H -2.626611 -0.788249 1.061356  0.35
H -1.029982 0.987292 1.170674  0.29
H -1.332633 0.735461 -0.535667  0.32
H 0.847160 -0.755616 -0.449226  0.24
H 1.164279 0.017665 1.104853  0.26
H 2.914755 2.451186 -0.281343  0.22
H 3.206738 0.756663 -0.084672  0.20

Atoms 1-2, force components in eV/Å:
0.20 -0.63 -0.14
0.63 0.38 -0.35

Kohn-Sham gap in eV: 10.03
Relative energy (zero: lowest compared OMol25 entry of this formula, charge and spin) in eV: 0.999
HOMO level in eV: -9.19
Charge: 0

# 2
C17H40NP3SeTl as an isolated structure. Source: the Open Molecules 2025 dataset; level of theory: ωB97M-V with the def2-TZVPD basis set.

Each line ends with the Mulliken charge.
Element x y z (Å)
Tl 2.219311 -1.336840 1.069697  0.84
P -0.386110 1.657508 3.252914  0.93
P -2.660953 -1.213178 1.422736  0.81
P -1.543085 1.102699 -0.530408  0.51
H 6.481172 -1.126901 -4.201765  0.37
C 6.423006 -0.027344 -4.266466  -0.73
C 6.731301 0.783304 -3.232814  -0.48
H 7.130134 0.395543 -2.287766  0.30
C 0.590033 0.564911 4.317684  -0.90
C -2.028828 1.977371 3.874058  -1.03
C 0.608712 3.138772 2.940190  -1.01
C -3.382822 -2.517217 0.322565  -1.32
C -2.859833 -2.153350 3.005610  -1.34
C -4.208627 -0.204846 1.570820  -1.29
C -0.249354 1.928613 -1.551916  -1.02
C -2.462803 2.648876 -0.123428  -1.30
C -2.649725 0.649903 -1.963130  -1.20
H 6.177875 0.387786 -5.255002  0.32
H 6.711123 1.875550 -3.370759  0.26
H 1.492451 0.202612 3.788674  0.27
H -0.007002 -0.302877 4.643114  0.27
H 0.932740 1.102962 5.220744  0.40
H -2.531397 1.049670 4.173965  0.33
H -2.648735 2.456236 3.106956  0.32
H -2.006080 2.641435 4.745069  0.48
H 1.637359 2.842212 2.653098  0.37
H 0.678665 3.792420 3.831104  0.41
H 0.157260 3.718527 2.113913  0.34
H -4.359834 -2.829317 0.721102  0.43
H -2.698931 -3.377225 0.302469  0.39
H -3.499686 -2.128645 -0.699662  0.33
H -3.929569 -2.344374 3.173267  0.45
H -2.462583 -1.559883 3.842979  0.33
H -2.325805 -3.113046 2.952468  0.37
H -5.009296 -0.868915 1.931455  0.53
H -4.499968 0.222257 0.599512  0.37
H -4.059087 0.608892 2.296355  0.24
H -0.756047 2.639585 -2.217846  0.39
H 0.307858 1.187436 -2.143797  0.29
H 0.450407 2.463992 -0.898966  0.31
H -2.632074 3.187852 -1.062102  0.54
H -1.881762 3.284720 0.552318  0.34
H -3.429622 2.421838 0.335805  0.32
H -2.820646 1.570453 -2.537140  0.47
H -3.608689 0.264749 -1.593623  0.34
H -2.157204 -0.102359 -2.592339  0.34
C 1.418243 -1.527441 -2.841494  0.76
C 2.731945 -1.223757 -2.440014  -0.40
C 3.613706 -0.677670 -3.366226  -0.17
C 3.371115 -0.792584 -4.738256  -0.04
C 2.186602 -1.427948 -5.158689  -0.61
C 1.207849 -1.793772 -4.225763  -0.44
Se 0.148551 -1.475611 -1.493942  0.02
H -0.603476 1.015592 2.015116  -0.36
H 2.989116 -1.348952 -1.386761  -0.13
H 4.511043 -0.180082 -3.033576  0.33
H 4.104236 -0.445527 -5.470107  0.31
H 2.035385 -1.624709 -6.225284  0.42
H 0.283610 -2.285486 -4.546368  0.48
N 0.846868 -3.233928 2.500343  -0.66
H 1.608472 -3.598528 3.071145  0.33
H 0.463825 -4.018268 1.965932  0.27
H 0.109660 -2.923699 3.142229  0.19

Atoms 1-2, force components in eV/Å:
-0.23 -0.22 0.31
0.54 0.15 0.03

Kohn-Sham gap (alpha / beta) in eV: 3.89 / 3.85
HOMO level (alpha / beta) in eV: -16.03 / -16.01
Charge: +3

Number 1: calculated total energy -343.16474 hartree, maximum force 0.0258 hartree/bohr. Number 2: calculated total energy -4323.38684 hartree, maximum force 0.0487 hartree/bohr.